No. 1
{"formula": "C20H20N2O6", "method": "wB97M-V/def2-TZVPD", "energy_ha": -1335.01548, "total_charge": 0, "relative_energy_kj_mol": 436.2, "lumo_ha": -0.011, "multiplicity": 1, "smiles": "CC(C)COc1ccc(C(=O)N/C(=C/c2cccc([N+](=O)[O-])c2)C(=O)O)cc1", "homo_ha": -0.317, "species": ["C", "C", "C", "C", "O", "C", "C", "C", "C", "C", "O", "N", "C", "C", "C", "C", "C", "C", "C", "N", "O", "O", "C", "C", "O", "O", "C", "C", "H", "H", "H", "H", "H", "H", "H", "H", "H", "H", "H", "H", "H", "H", "H", "H", "H", "H", "H", "H"], "coordinates": [[-5.583, -2.174, -0.530], [-6.593, -1.030, -0.496], [-7.900, -1.488, 0.147], [-6.054, 0.194, 0.260], [-5.011, 0.844, -0.441], [-3.707, 0.584, -0.200], [-2.811, 1.230, -1.061], [-1.451, 1.084, -0.914], [-0.935, 0.277, 0.101], [0.513, 0.038, 0.318], [0.934, -0.961, 0.866], [1.320, 1.052, -0.133], [2.709, 1.129, -0.083], [3.501, 0.111, 0.305], [4.955, 0.142, 0.433], [5.606, 1.082, 1.235], [6.982, 1.068, 1.374], [7.742, 0.117, 0.717], [7.094, -0.829, -0.068], [7.872, -1.831, -0.753], [9.074, -1.821, -0.590], [7.280, -2.626, -1.452], [5.714, -0.834, -0.204], [3.262, 2.411, -0.588], [4.426, 2.664, -0.761], [2.297, 3.308, -0.891], [-1.828, -0.382, 0.941], [-3.193, -0.231, 0.807], [-5.378, -2.536, 0.476], [-5.980, -3.002, -1.113], [-4.648, -1.858, -0.985], [-6.793, -0.712, -1.525], [-7.731, -1.783, 1.181], [-8.303, -2.342, -0.390], [-8.640, -0.692, 0.132], [-6.848, 0.945, 0.331], [-5.754, -0.080, 1.275], [-3.221, 1.845, -1.847], [-0.800, 1.574, -1.624], [0.868, 1.879, -0.497], [3.024, -0.829, 0.550], [5.021, 1.822, 1.757], [7.466, 1.804, 1.996], [8.817, 0.090, 0.801], [5.245, -1.585, -0.821], [2.707, 4.116, -1.237], [-1.426, -1.021, 1.713], [-3.841, -0.760, 1.487]]}

=====

No. 2
{"formula": "C6H11N", "method": "wB97M-V/def2-TZVPD", "energy_ha": -289.85400, "total_charge": 0, "relative_energy_kj_mol": 309.0, "lumo_ha": 0.038, "multiplicity": 1, "smiles": "C=CNC/C=C/C", "homo_ha": -0.272, "species": ["C", "C", "N", "C", "C", "C", "C", "H", "H", "H", "H", "H", "H", "H", "H", "H", "H", "H"], "coordinates": [[-2.199, -0.328, 2.456], [-1.038, -0.830, 1.971], [-0.242, -0.333, 0.986], [0.621, -1.116, 0.012], [1.308, 0.000, -0.726], [0.810, 0.462, -1.893], [0.801, 1.840, -2.488], [-2.852, 0.233, 1.792], [-2.554, -0.624, 3.446], [-0.903, -1.926, 1.993], [-0.242, 0.640, 0.727], [-0.001, -1.730, -0.636], [1.335, -1.547, 0.709], [2.006, 0.711, -0.312], [-0.017, -0.112, -2.308], [-0.179, 2.256, -2.211], [0.899, 1.639, -3.561], [1.586, 2.550, -2.299]]}

=====

No. 3
{"formula": "C4H5BrN2O2S", "method": "wB97M-V/def2-TZVPD", "energy_ha": -3387.45538, "total_charge": 0, "relative_energy_kj_mol": 374.1, "lumo_ha": -0.023, "multiplicity": 1, "homo_ha": -0.308, "species": ["C", "C", "C", "C", "N", "N", "O", "O", "S", "Br", "H", "H", "H", "H", "H"], "coordinates": [[-2.232, 0.518, -0.914], [-0.923, 0.274, -1.359], [-1.839, -0.434, 1.181], [1.893, 0.361, 1.124], [-2.536, 0.103, 0.286], [-0.214, -0.313, -0.403], [1.873, -1.783, -0.651], [1.788, 0.488, -1.613], [1.480, -0.386, -0.506], [-1.670, -1.855, 2.247], [-3.008, 1.194, -1.323], [-0.657, 0.507, -2.314], [2.944, -0.050, 1.107], [1.689, 1.404, 1.050], [1.413, -0.028, 2.088]]}

=====

no.,gap between HOMO and LUMO (eV)
1,8.32
2,8.44
3,7.76